{
  "formula": "C8H24B4O9",
  "method": "ωB97M-V/def2-TZVPD",
  "symbols": ["H", "C", "O", "H", "H", "B", "B", "O", "H", "O", "H", "O", "H", "H", "O", "H", "H", "B", "O", "H", "C", "C", "H", "H", "H", "B", "O", "H", "H", "H", "O", "C", "H", "C", "H", "H", "C", "H", "H", "C", "H", "H", "O", "C", "H"],
  "positions_angstrom": [[-3.356, 0.969, 4.004], [-1.019, 1.284, -0.882], [5.590, -3.034, -2.769], [0.569, 2.345, -2.612], [0.848, -6.100, -3.194], [3.188, -3.857, -1.918], [1.323, -5.072, -2.842], [2.273, -2.893, -1.536], [-0.067, 1.536, -0.402], [5.582, -3.870, -0.588], [0.692, -0.231, 4.913], [-1.406, 3.617, -1.470], [5.512, -3.489, -3.610], [-2.115, 2.731, 0.223], [-2.052, 0.893, 2.396], [-1.475, 0.468, -0.317], [-1.438, -0.941, 1.789], [1.161, -2.773, -2.345], [0.544, -3.940, -2.739], [-1.248, 4.555, -3.257], [0.416, 1.274, -2.769], [-1.577, 2.086, 4.463], [-1.818, -0.843, 3.522], [5.273, -4.631, -0.095], [1.109, 1.492, 4.811], [4.885, -3.625, -1.740], [-0.800, 0.825, -2.205], [-3.132, -0.879, 2.320], [0.372, 1.076, -3.839], [-2.073, 2.668, 5.245], [-0.893, 1.018, 5.092], [-1.950, 2.476, -0.826], [-3.154, 2.464, 3.076], [-2.625, 1.598, 3.485], [0.823, -1.715, -2.759], [-2.918, 4.208, -2.763], [-1.894, 3.819, -2.781], [1.267, 0.729, -2.345], [-1.877, 2.896, -3.366], [-2.120, -0.515, 2.525], [0.323, 0.683, 3.433], [-2.916, 2.212, -1.270], [2.666, -4.996, -2.533], [0.372, 0.734, 4.524], [-0.869, 2.744, 3.948]],
  "nbo_charge": [0.175, -0.086, -0.905, 0.181, -0.103, 0.816, 0.985, -0.886, 0.173, -0.882, 0.191, -0.553, 0.502, 0.193, -0.560, 0.187, 0.189, 0.998, -0.887, 0.189, -0.256, -0.088, 0.183, 0.498, 0.168, 0.857, -0.555, 0.170, 0.189, 0.186, -0.551, -0.089, 0.185, -0.087, -0.097, 0.165, -0.253, 0.167, 0.178, -0.256, 0.178, 0.169, -0.897, -0.254, 0.173],
  "e_homo_ev": -9.105,
  "homo_lumo_gap_ev": 9.38,
  "max_force_ha_per_bohr": 0.0168,
  "smiles": "OB(O)B1OBOBO1.COCCOC.COCCOC"
}

{
  "formula": "C8H24BF4O4RbS4",
  "method": "ωB97M-V/def2-TZVPD",
  "symbols": ["H", "C", "H", "F", "H", "S", "H", "H", "H", "H", "H", "H", "C", "B", "H", "C", "S", "H", "H", "H", "F", "H", "O", "Rb", "O", "H", "F", "F", "H", "C", "S", "C", "C", "H", "C", "H", "H", "H", "H", "H", "O", "S", "C", "H", "O", "H"],
  "positions_angstrom": [[-2.065, -1.257, -6.578], [-1.241, -0.513, 4.543], [-1.908, 2.685, -1.092], [-1.309, -2.496, 1.875], [-0.953, 4.632, 0.012], [-1.881, -3.259, -5.242], [-1.861, 2.068, 3.842], [-2.272, -0.175, 4.673], [5.974, 0.751, 1.421], [-1.084, -1.383, 5.175], [2.157, -0.693, -0.692], [4.828, -0.434, 2.054], [-1.380, -2.054, -4.011], [-1.224, -1.919, 0.576], [-0.358, -1.710, -4.168], [-1.216, 1.865, -0.898], [0.220, 2.478, 0.020], [-1.743, -2.675, -7.596], [-1.107, -0.777, 3.494], [-1.699, 1.128, -0.254], [-0.286, -0.905, 0.564], [4.324, 1.277, 1.811], [-0.838, -4.333, -5.172], [-1.336, -5.275, 1.275], [-0.818, 1.325, 6.371], [2.273, 0.203, 0.869], [-0.894, -2.975, -0.325], [-2.490, -1.434, 0.203], [-2.026, -1.174, -4.019], [2.741, -0.522, 0.203], [4.405, 0.058, -0.265], [-0.640, 3.903, 0.760], [-1.499, -2.187, -6.655], [-1.442, -2.513, -3.026], [-0.776, 2.010, 3.771], [-0.297, 2.968, 3.961], [-1.547, 3.534, 1.245], [2.892, -1.391, 0.850], [0.031, 4.341, 1.494], [-0.441, -1.923, -6.644], [1.226, 2.996, -0.950], [-0.206, 0.877, 5.076], [4.926, 0.456, 1.428], [-0.931, 1.407, -1.840], [4.207, 1.380, -0.948], [-0.433, 1.637, 2.806]],
  "nbo_charge": [0.228, -0.834, 0.215, -0.604, 0.233, 1.239, 0.229, 0.228, 0.234, 0.229, 0.248, 0.216, -0.838, 1.339, 0.234, -0.833, 1.238, 0.236, 0.252, 0.251, -0.557, 0.235, -0.984, 0.995, -0.984, 0.232, -0.602, -0.567, 0.227, -0.811, 1.221, -0.828, -0.829, 0.254, -0.829, 0.235, 0.221, 0.211, 0.232, 0.234, -0.961, 1.230, -0.827, 0.246, -0.965, 0.232],
  "e_homo_ev": -8.308,
  "homo_lumo_gap_ev": 6.93,
  "e_above_lowest_kcal_mol": 29.89,
  "max_force_ha_per_bohr": 0.0251
}

{
  "formula": "C8H24CaFO4",
  "method": "ωB97M-V/def2-TZVPD",
  "symbols": ["H", "H", "H", "C", "H", "C", "H", "C", "H", "H", "F", "H", "C", "O", "H", "H", "H", "H", "H", "H", "C", "H", "C", "Ca", "C", "O", "H", "O", "H", "O", "H", "H", "H", "H", "H", "C", "H", "H"],
  "positions_angstrom": [[-2.914, -0.713, -1.956], [-2.537, -2.170, 0.657], [-1.230, 1.000, 3.544], [-2.507, -0.721, -0.945], [-0.669, 0.004, -0.952], [-1.287, 0.108, 2.921], [0.810, 1.386, 0.606], [-3.123, -1.940, -0.234], [0.598, 0.913, -0.769], [1.714, 2.586, 1.632], [-0.459, 1.185, -0.906], [-2.739, 0.216, -0.438], [1.746, 1.631, 1.108], [1.368, 0.364, -0.931], [-4.165, -1.804, 0.053], [-0.901, -0.516, 0.848], [-2.328, -0.212, 2.960], [-1.093, 1.473, 0.001], [0.111, -1.298, -1.052], [2.775, 2.111, -0.739], [0.867, -0.763, -1.627], [1.888, 0.913, 1.916], [2.017, -1.750, -1.775], [-1.060, 2.621, -1.813], [2.972, 1.605, 0.206], [-1.540, 1.330, 0.838], [2.578, -0.117, -0.508], [3.329, 0.259, -0.043], [0.540, -0.434, -2.614], [-1.124, -0.842, -0.950], [2.517, -2.035, -0.849], [0.201, 0.680, 1.668], [2.814, -1.327, -2.387], [3.811, 2.060, 0.732], [1.606, -2.649, -2.234], [-0.825, 0.345, 1.513], [-3.100, -2.836, -0.855], [-0.662, -0.661, 3.373]],
  "lowdin_charge": [0.113, 0.080, 0.083, -0.273, -0.091, -0.042, 0.021, -0.032, -0.152, 0.099, -0.368, 0.099, -0.083, -0.158, 0.082, 0.112, 0.077, -0.182, 0.064, 0.101, -0.256, 0.111, -0.039, 1.883, -0.275, -0.083, -0.046, -0.088, 0.132, -0.186, 0.092, 0.059, 0.087, 0.123, 0.089, -0.326, 0.082, 0.091],
  "e_homo_ev": -11.565,
  "homo_lumo_gap_ev": 4.76,
  "e_above_lowest_kcal_mol": 267.69,
  "charge": 1,
  "max_force_ha_per_bohr": 0.1302
}

{
  "formula": "C8H24ClErINOP2",
  "method": "ωB97M-V/def2-TZVPD",
  "symbols": ["Er", "H", "H", "H", "H", "H", "H", "C", "H", "C", "H", "C", "O", "H", "H", "C", "H", "C", "H", "H", "H", "N", "C", "H", "C", "P", "H", "H", "I", "C", "H", "H", "H", "Cl", "H", "H", "H", "P", "H"],
  "positions_angstrom": [[0.800, -0.683, 1.321], [0.555, 1.347, -1.761], [1.728, 0.475, -3.340], [3.347, -0.304, -3.308], [-0.722, 2.090, -0.623], [1.192, -3.229, -1.920], [-0.244, 1.512, 3.640], [1.509, -2.350, -2.496], [-0.639, -1.836, -0.914], [-3.300, 0.364, 1.710], [0.653, -2.071, -3.128], [3.486, -1.588, -0.629], [-2.203, 1.216, -3.224], [-1.171, -0.300, -1.152], [2.348, -2.629, -3.157], [-1.461, 1.117, -2.339], [-3.715, 0.391, 0.692], [-1.243, 1.086, 3.500], [-3.973, 0.939, 2.370], [3.271, -2.493, -0.046], [-1.747, -1.217, 0.089], [-0.901, -0.966, -0.438], [-2.061, 2.789, 1.350], [-2.810, 3.162, 2.075], [-0.398, 1.927, -1.680], [1.949, -0.946, -1.371], [-1.248, 0.066, 3.904], [3.874, -0.819, 0.047], [-1.081, -3.375, 1.106], [2.565, 0.180, -2.691], [-3.302, -0.690, 2.015], [-1.984, 1.719, 4.000], [2.967, 1.095, -2.236], [2.316, 1.137, 1.899], [-1.170, 3.431, 1.375], [-0.205, 2.937, -2.127], [4.219, -1.786, -1.418], [-1.578, 1.047, 1.708], [-2.483, 2.852, 0.336]],
  "mulliken_spin": [3.043, -0.003, 0.000, 0.000, -0.003, 0.000, 0.000, 0.000, 0.000, -0.001, 0.000, 0.001, 0.007, -0.002, 0.000, 0.008, 0.000, 0.001, 0.000, 0.000, 0.000, -0.009, -0.001, 0.000, 0.010, -0.009, 0.000, 0.000, -0.024, -0.001, 0.000, 0.000, 0.000, -0.007, 0.000, 0.001, 0.000, -0.011, 0.000],
  "e_homo_ev": [-14.778, -14.839],
  "homo_lumo_gap_ev": [4.32, 4.45],
  "charge": 2,
  "max_force_ha_per_bohr": 0.1224,
  "s2": 3.75,
  "spin_multiplicity": 4
}

{
  "formula": "C8H24ClI2LaOP2S",
  "method": "ωB97M-V/def2-TZVPD",
  "symbols": ["H", "C", "P", "H", "H", "H", "H", "H", "C", "H", "H", "H", "I", "H", "H", "H", "C", "H", "H", "H", "H", "H", "H", "H", "S", "O", "H", "H", "H", "Cl", "H", "C", "C", "La", "I", "C", "C", "P", "H", "C"],
  "positions_angstrom": [[-4.792, -1.216, -2.200], [-4.326, 1.911, -1.693], [-3.243, 0.617, -2.339], [4.574, 3.070, 2.043], [0.725, -4.953, -0.503], [0.665, -4.453, 2.137], [-4.863, 1.579, -0.781], [-1.592, 0.782, -4.133], [-4.292, -0.665, -3.005], [3.488, 3.323, 0.627], [-4.999, -0.178, -3.686], [-1.043, -3.933, 2.210], [-0.918, -1.677, -2.559], [1.467, 1.835, 3.967], [4.096, -0.560, 2.266], [3.167, -0.156, 3.723], [4.011, 2.577, 1.239], [-1.927, 2.365, -3.330], [1.566, -3.631, -1.358], [0.272, -2.777, 2.812], [-5.010, 2.166, -2.516], [2.205, -4.163, 0.244], [-3.681, 2.773, -1.455], [1.246, 3.143, 2.762], [0.125, -2.808, 0.408], [0.993, -1.516, 0.574], [-3.159, 1.685, -4.455], [4.706, 2.002, 0.601], [4.643, 0.789, 3.297], [0.422, 2.611, -0.546], [2.761, 3.080, 3.734], [3.755, 0.273, 2.902], [0.012, -3.563, 2.087], [1.885, 0.519, -0.390], [-2.921, -0.829, -0.287], [1.982, 2.478, 3.238], [-2.369, 1.433, -3.707], [2.733, 1.452, 1.970], [-3.657, -1.380, -3.526], [1.295, -4.004, -0.368]],
  "lowdin_charge": [0.010, -0.260, 0.446, 0.075, 0.088, 0.063, 0.052, 0.006, -0.359, 0.044, 0.071, 0.079, 0.009, 0.067, 0.048, 0.063, -0.266, 0.055, 0.030, 0.063, 0.072, 0.076, 0.063, 0.055, 0.707, -0.876, 0.091, 0.053, 0.071, -0.197, 0.075, -0.253, -0.204, 1.472, 0.525, -0.244, -0.226, 0.586, 0.003, -0.235],
  "e_homo_ev": -12.411,
  "homo_lumo_gap_ev": 5.48,
  "e_above_lowest_kcal_mol": 0.00,
  "charge": 2,
  "max_force_ha_per_bohr": 0.0764
}